# 1
Computed, not measured: 9 unconnected molecules or ions with the total composition H18O9, with ωB97M-V/def2-TZVPD.

ORCA input file:
```
! RIJCOSX wB97M-V def2-TZVPD def2/J DEFGRID3
* xyz 0 1
O -56.440 -45.638 19.891
O -50.956 -48.605 20.108
O -53.952 -45.762 23.052
O -52.164 -47.215 24.282
O -54.701 -48.689 21.706
O -52.612 -50.041 18.222
O -51.515 -47.726 16.943
O -52.732 -46.222 20.653
O -50.758 -45.444 18.604
H -51.519 -45.487 19.152
H -50.834 -49.468 20.587
H -51.467 -46.711 24.762
H -50.795 -44.601 18.626
H -52.821 -46.672 23.911
H -54.706 -45.578 23.694
H -51.278 -47.180 17.800
H -52.361 -47.214 20.471
H -54.468 -49.223 22.311
H -53.812 -44.893 22.813
H -55.957 -44.965 20.330
H -52.193 -49.446 18.831
H -57.077 -45.294 19.401
H -50.179 -48.113 20.290
H -51.959 -48.522 17.183
H -53.459 -46.172 21.411
H -52.171 -50.770 17.933
H -54.667 -48.031 22.252
*
```

Output
Kohn-Sham gap, Eh: 0.348
HOMO, eV: -9.83
LUMO energy, eV: -0.362
ΔE to the lowest compared entry with this formula, charge and spin, kcal/mol: 133.2
Calculated total energy, eV: -18716.3605

---

# 2
Computed, not measured: 9 unconnected molecules or ions with the total composition H18O9, with ωB97M-V/def2-TZVPD.

ORCA input file:
```
! RIJCOSX wB97M-V def2-TZVPD def2/J DEFGRID3
* xyz 0 1
O -1.931 -0.159 -1.589
O 0.413 0.722 2.304
O 3.044 1.504 1.941
O -3.779 -1.814 -0.886
O 0.486 0.007 -0.397
O 1.017 2.768 0.300
O -1.276 -2.916 -0.329
O 1.194 1.337 -2.961
O 1.694 -2.063 0.978
H 2.289 -2.324 0.292
H 1.002 3.453 -0.414
H -0.354 0.837 2.851
H 0.909 0.946 -2.167
H -0.403 -0.182 -0.692
H 1.250 -1.307 0.587
H 0.949 -0.028 2.601
H 0.375 1.193 -3.495
H 3.155 1.448 2.869
H -3.238 -1.030 -1.045
H -1.406 -2.307 0.430
H 1.143 3.306 1.114
H 0.366 0.456 0.437
H -1.940 0.759 -1.771
H -0.931 -3.728 0.118
H 2.083 1.157 1.864
H -1.505 -0.531 -2.386
H -4.602 -1.501 -0.552
*
```

Output
Kohn-Sham gap, Eh: 0.383
HOMO, eV: -10.51
LUMO energy, eV: -0.089
ΔE to the lowest compared entry with this formula, charge and spin, kcal/mol: 68.2
Calculated total energy, eV: -18719.1773

---

# 3
Computed, not measured: 9 unconnected molecules or ions with the total composition H18O9, with ωB97M-V/def2-TZVPD.

ORCA input file:
```
! RIJCOSX wB97M-V def2-TZVPD def2/J DEFGRID3
* xyz 0 1
O -8.511 -15.933 -16.304
O -10.590 -18.409 -12.346
O -8.531 -16.637 -11.724
O -11.619 -16.244 -14.654
O -8.670 -17.884 -14.239
O -6.163 -18.673 -14.669
O -7.080 -20.646 -13.016
O -9.631 -14.671 -13.365
O -7.266 -14.220 -14.723
H -7.814 -18.299 -14.334
H -10.107 -18.296 -13.172
H -11.308 -15.703 -13.955
H -10.930 -16.827 -14.959
H -7.588 -14.920 -15.249
H -7.668 -16.000 -16.810
H -8.108 -17.192 -12.375
H -9.369 -17.046 -11.518
H -8.600 -17.172 -14.858
H -5.331 -18.515 -14.202
H -9.278 -15.377 -12.798
H -7.493 -13.359 -15.089
H -11.473 -18.114 -12.563
H -7.821 -20.696 -12.355
H -6.476 -19.455 -14.224
H -8.817 -14.264 -13.675
H -8.798 -15.058 -16.562
H -6.404 -21.189 -12.689
*
```

Output
Kohn-Sham gap, Eh: 0.381
HOMO, eV: -10.35
LUMO energy, eV: 0.016
ΔE to the lowest compared entry with this formula, charge and spin, kcal/mol: 46.4
Calculated total energy, eV: -18720.1239

---

# 4
Computed, not measured: 9 unconnected molecules or ions with the total composition H18O9, with ωB97M-V/def2-TZVPD.

ORCA input file:
```
! RIJCOSX wB97M-V def2-TZVPD def2/J DEFGRID3
* xyz 0 1
O -2.518 -1.028 -1.002
O -0.246 -2.309 -3.273
O -3.049 -2.079 1.683
O 2.331 0.091 -1.400
O 3.017 2.190 0.623
O 1.422 -2.686 1.213
O 0.618 3.210 -0.409
O 0.171 1.537 2.347
O 0.077 -0.150 -0.258
H 2.128 2.363 0.310
H 0.978 3.889 0.130
H 2.807 1.975 1.508
H -0.668 1.062 2.516
H -2.665 -2.222 0.861
H 2.772 0.254 -0.598
H -3.930 -1.762 1.405
H 0.013 0.786 0.035
H -0.483 -2.924 -2.543
H -0.843 -1.552 -3.186
H -2.918 -1.332 -1.761
H 1.457 0.054 -1.056
H -2.619 -0.052 -1.077
H -0.019 2.425 2.648
H 0.486 -2.907 1.303
H -0.773 -0.488 -0.492
H 1.430 -1.837 1.708
H 1.031 3.480 -1.230
*
```

Output
Kohn-Sham gap, Eh: 0.342
HOMO, eV: -9.69
LUMO energy, eV: -0.397
ΔE to the lowest compared entry with this formula, charge and spin, kcal/mol: 74.1
Calculated total energy, eV: -18718.9224